(1)
Density functional theory data (ωB97M-V/def2-TZVPD) for C4H9NO as an isolated structure.

Calculated values
orbital gap: 9.80 eV
relative energy (zero: lowest compared OMol25 entry of this formula, charge and spin): 116.08 kcal/mol
HOMO energy: -9.13 eV
total energy: -7827.2864 eV
LUMO energy: 0.67 eV

CARTESIAN COORDINATES (ANGSTROEM)
1 C -2.38 -0.52 0.30
2 C -1.10 -0.15 -0.42
3 O -0.41 0.82 0.39
4 C 0.93 0.89 0.24
5 N 1.59 0.41 -0.85
6 C 2.60 -0.19 -0.17
7 H -2.16 -0.99 1.27
8 H -3.00 0.36 0.48
9 H -2.96 -1.23 -0.30
10 H -0.45 -1.01 -0.59
11 H -1.31 0.30 -1.40
12 H 1.28 1.84 0.63
13 H 2.42 -1.11 0.37
14 H 1.95 0.34 1.10
15 H 3.62 -0.14 -0.58

Charges in e, computed with Löwdin, in the same order as the atoms: number 1, C, carries -0.076; number 2, C, carries -0.253; number 3, O, carries -0.066; number 4, C, carries -0.378; number 5, N, carries -0.024; number 6, C, carries -0.126; number 7, H, carries 0.078; number 8, H, carries 0.078; number 9, H, carries 0.078; number 10, H, carries 0.116; number 11, H, carries 0.122; number 12, H, carries 0.140; number 13, H, carries 0.067; number 14, H, carries 0.171; number 15, H, carries 0.074

***

(2)
Density functional theory data (ωB97M-V/def2-TZVPD) for C21H28IN3RuSi as an isolated structure at a distorted geometry.

Calculated values
orbital gap (spin up / spin down): 6.00 / 4.50 eV
HOMO energy (spin up / spin down): -13.48 / -14.75 eV
total energy: -45244.8268 eV
charge: +2
multiplicity: 5
LUMO energy (spin up / spin down): -7.48 / -10.25 eV

CARTESIAN COORDINATES (ANGSTROEM)
1 C -1.62 3.09 2.22
2 C -0.26 3.62 1.88
3 H -2.48 3.78 2.13
4 H -1.57 2.49 3.16
5 H -1.77 2.24 1.47
6 H 0.11 2.96 1.08
7 H -0.33 4.63 1.44
8 H 0.55 3.47 2.64
9 C -2.95 -0.59 -1.10
10 C -3.88 -1.17 -1.94
11 C -3.54 -1.37 -3.27
12 C -2.30 -0.94 -3.77
13 H -3.06 -0.31 -0.05
14 H -4.85 -1.45 -1.52
15 H -4.24 -1.81 -3.95
16 H -1.98 -0.98 -4.80
17 N -1.72 -0.31 -1.59
18 C -1.37 -0.40 -2.90
19 C -0.04 0.12 -3.22
20 N 0.65 0.63 -2.17
21 C 1.85 1.24 -2.24
22 C 1.88 0.68 -4.55
23 C 2.54 1.21 -3.44
24 H 2.14 1.70 -1.29
25 H 3.54 1.62 -3.47
26 C 0.59 0.18 -4.46
27 H -0.03 -0.17 -5.29
28 H 2.37 0.68 -5.51
29 Ru -0.45 0.78 -0.54
30 I -1.57 2.78 -1.88
31 C 0.77 -2.54 -1.27
32 Si 0.90 -1.95 0.49
33 C -0.16 -3.00 1.58
34 C 2.69 -1.94 0.99
35 N 0.34 -0.28 0.81
36 C 0.48 0.23 2.13
37 C -0.48 -0.11 3.10
38 C -0.18 0.08 4.45
39 C 1.05 0.61 4.83
40 C 1.99 0.97 3.87
41 C 1.71 0.81 2.51
42 H 1.15 -3.57 -1.24
43 H 1.39 -1.96 -1.97
44 H -0.27 -2.57 -1.64
45 H 0.09 -4.05 1.34
46 H 0.03 -2.82 2.64
47 H -1.23 -2.84 1.37
48 H 3.25 -1.16 0.45
49 H 2.82 -1.80 2.07
50 H 3.10 -2.92 0.70
51 H -1.39 -0.60 2.75
52 H -0.93 -0.19 5.20
53 H 1.26 0.80 5.90
54 H 2.97 1.38 4.15
55 H 2.44 1.01 1.73

Charges in e, computed with Löwdin, in the same order as the atoms: number 1, C, carries -0.167; number 2, C, carries -0.183; number 3, H, carries 0.092; number 4, H, carries 0.062; number 5, H, carries 0.014; number 6, H, carries -0.015; number 7, H, carries 0.086; number 8, H, carries 0.077; number 9, C, carries -0.105; number 10, C, carries -0.006; number 11, C, carries 0.017; number 12, C, carries 0.047; number 13, H, carries 0.123; number 14, H, carries 0.135; number 15, H, carries 0.130; number 16, H, carries 0.123; number 17, N, carries -0.185; number 18, C, carries -0.287; number 19, C, carries -0.277; number 20, N, carries -0.177; number 21, C, carries -0.097; number 22, C, carries 0.012; number 23, C, carries 0.008; number 24, H, carries 0.121; number 25, H, carries 0.129; number 26, C, carries 0.040; number 27, H, carries 0.132; number 28, H, carries 0.133; number 29, Ru, carries 1.042; number 30, I, carries 0.441; number 31, C, carries -0.155; number 32, Si, carries 0.412; number 33, C, carries -0.154; number 34, C, carries -0.152; number 35, N, carries -0.253; number 36, C, carries -0.311; number 37, C, carries 0.003; number 38, C, carries 0.002; number 39, C, carries 0.029; number 40, C, carries 0.000; number 41, C, carries 0.002; number 42, H, carries 0.064; number 43, H, carries 0.036; number 44, H, carries 0.033; number 45, H, carries 0.055; number 46, H, carries 0.041; number 47, H, carries 0.042; number 48, H, carries 0.043; number 49, H, carries 0.043; number 50, H, carries 0.055; number 51, H, carries 0.132; number 52, H, carries 0.140; number 53, H, carries 0.151; number 54, H, carries 0.141; number 55, H, carries 0.133

***

(3)
Density functional theory data (ωB97M-V/def2-TZVPD) for C14H9AuBrF6N2O6S2 as an isolated structure at a distorted geometry.

Calculated values
orbital gap: 6.21 eV
relative energy (zero: lowest compared OMol25 entry of this formula, charge and spin): 0.00 kcal/mol
HOMO energy: -12.62 eV
total energy: -141628.5380 eV
charge: +1
LUMO energy: -6.41 eV

CARTESIAN COORDINATES (ANGSTROEM)
1 Au -0.19 0.08 -0.41
2 F -0.45 1.17 3.74
3 C -0.50 2.43 3.36
4 F 0.26 3.17 4.13
5 F -1.75 2.86 3.38
6 S 0.10 2.59 1.62
7 O -0.76 1.61 0.87
8 O -0.04 3.93 1.20
9 N 1.55 2.00 1.77
10 S 2.40 1.75 0.48
11 O 2.84 2.86 -0.29
12 O 1.75 0.66 -0.35
13 C 3.87 0.90 1.19
14 F 4.71 0.67 0.20
15 F 4.42 1.69 2.09
16 F 3.51 -0.25 1.75
17 C -0.42 -3.40 3.51
18 C 0.52 -2.39 3.55
19 C 0.53 -1.45 2.53
20 N -0.32 -1.48 1.50
21 C -1.22 -2.47 1.47
22 C -1.31 -3.45 2.45
23 H -0.45 -4.15 4.29
24 H 1.23 -2.31 4.36
25 H 1.24 -0.64 2.54
26 H -1.91 -2.47 0.63
27 H -2.06 -4.22 2.38
28 Br 0.77 -2.55 -4.44
29 C -1.10 -2.40 -4.41
30 C -1.79 -2.94 -5.48
31 C -3.18 -2.88 -5.50
32 C -3.89 -2.28 -4.47
33 C -3.21 -1.73 -3.41
34 C -1.80 -1.79 -3.37
35 C -1.19 -1.15 -2.23
36 O -1.88 -0.60 -1.29
37 O 0.09 -1.03 -2.01
38 H -1.25 -3.42 -6.28
39 H -3.71 -3.31 -6.34
40 H -4.97 -2.24 -4.50
41 H -3.74 -1.25 -2.60

Charges in e, computed with Löwdin, in the same order as the atoms: number 1, Au, carries 1.395; number 2, F, carries 0.163; number 3, C, carries -0.694; number 4, F, carries 0.190; number 5, F, carries 0.186; number 6, S, carries 0.686; number 7, O, carries -0.406; number 8, O, carries -0.188; number 9, N, carries -0.281; number 10, S, carries 0.699; number 11, O, carries -0.187; number 12, O, carries -0.413; number 13, C, carries -0.694; number 14, F, carries 0.190; number 15, F, carries 0.191; number 16, F, carries 0.160; number 17, C, carries -0.038; number 18, C, carries -0.035; number 19, C, carries -0.139; number 20, N, carries -0.012; number 21, C, carries -0.127; number 22, C, carries -0.041; number 23, H, carries 0.120; number 24, H, carries 0.118; number 25, H, carries 0.082; number 26, H, carries 0.104; number 27, H, carries 0.115; number 28, Br, carries 0.901; number 29, C, carries -0.588; number 30, C, carries -0.100; number 31, C, carries -0.023; number 32, C, carries -0.038; number 33, C, carries 0.012; number 34, C, carries -0.170; number 35, C, carries -0.475; number 36, O, carries -0.047; number 37, O, carries -0.101; number 38, H, carries 0.111; number 39, H, carries 0.124; number 40, H, carries 0.120; number 41, H, carries 0.130

***

(4)
Density functional theory data (ωB97M-V/def2-TZVPD) for a 2-piece molecular cluster, C26H23F6 overall at a distorted geometry.

Calculated values
orbital gap: 4.02 eV
relative energy (zero: lowest compared OMol25 entry of this formula, charge and spin): 5.46 kcal/mol
HOMO energy: -10.58 eV
total energy: -43632.9304 eV
charge: +1
LUMO energy: -6.56 eV

CARTESIAN COORDINATES (ANGSTROEM)
1 C 3.32 2.06 -0.50
2 C 3.77 0.63 -0.49
3 C 2.83 -0.43 -0.48
4 C 1.41 -0.09 -0.47
5 C 0.28 -0.83 -0.33
6 C 3.32 -1.77 -0.49
7 C 2.43 -2.97 -0.51
8 C 4.70 -1.99 -0.49
9 C 5.62 -0.95 -0.49
10 C 7.10 -1.21 -0.48
11 C 5.14 0.36 -0.49
12 H 4.19 2.73 -0.46
13 H 2.76 2.30 -1.41
14 H 2.68 2.28 0.37
15 H 1.21 0.99 -0.57
16 H -0.68 -0.32 -0.39
17 H 0.31 -1.91 -0.23
18 H 3.04 -3.87 -0.56
19 H 1.82 -3.04 0.40
20 H 1.76 -2.97 -1.37
21 H 5.07 -3.02 -0.50
22 H 7.65 -0.27 -0.48
23 H 7.40 -1.79 0.40
24 H 7.41 -1.79 -1.37
25 H 5.84 1.20 -0.50
26 F -3.72 -0.53 -5.11
27 C -3.46 0.79 -4.88
28 F -2.43 1.14 -5.71
29 F -4.56 1.50 -5.30
30 C -3.14 1.05 -3.44
31 C -2.06 1.87 -3.10
32 C -1.73 2.03 -1.78
33 C -2.44 1.34 -0.75
34 C -1.87 1.34 0.56
35 C -2.43 0.77 1.74
36 C -3.22 -0.42 1.75
37 C -3.68 -0.95 2.94
38 C -3.35 -0.34 4.15
39 C -3.81 -0.94 5.44
40 F -2.86 -0.83 6.42
41 F -4.94 -0.31 5.91
42 F -4.11 -2.26 5.33
43 C -2.60 0.83 4.18
44 C -2.15 1.38 2.99
45 C -3.65 0.68 -1.12
46 C -3.96 0.49 -2.46
47 H -1.49 2.37 -3.88
48 H -0.89 2.67 -1.50
49 H -1.01 2.00 0.71
50 H -3.42 -0.95 0.83
51 H -4.30 -1.84 2.94
52 H -2.37 1.31 5.13
53 H -1.56 2.29 3.01
54 H -4.33 0.29 -0.36
55 H -4.83 -0.09 -2.74

Charges in e, computed with Löwdin, in the same order as the atoms: number 1, C, carries -0.064; number 2, C, carries -0.212; number 3, C, carries -0.139; number 4, C, carries -0.094; number 5, C, carries 0.039; number 6, C, carries -0.194; number 7, C, carries -0.060; number 8, C, carries -0.002; number 9, C, carries -0.254; number 10, C, carries -0.046; number 11, C, carries -0.004; number 12, H, carries 0.082; number 13, H, carries 0.085; number 14, H, carries 0.082; number 15, H, carries 0.073; number 16, H, carries 0.010; number 17, H, carries 0.037; number 18, H, carries 0.083; number 19, H, carries 0.084; number 20, H, carries 0.090; number 21, H, carries 0.123; number 22, H, carries 0.077; number 23, H, carries 0.090; number 24, H, carries 0.090; number 25, H, carries 0.119; number 26, F, carries 0.138; number 27, C, carries -0.507; number 28, F, carries 0.134; number 29, F, carries 0.141; number 30, C, carries -0.064; number 31, C, carries 0.039; number 32, C, carries 0.038; number 33, C, carries -0.189; number 34, C, carries 0.104; number 35, C, carries -0.174; number 36, C, carries 0.022; number 37, C, carries 0.035; number 38, C, carries -0.074; number 39, C, carries -0.509; number 40, F, carries 0.135; number 41, F, carries 0.139; number 42, F, carries 0.134; number 43, C, carries 0.031; number 44, C, carries 0.035; number 45, C, carries 0.039; number 46, C, carries 0.039; number 47, H, carries 0.141; number 48, H, carries 0.135; number 49, H, carries 0.146; number 50, H, carries 0.119; number 51, H, carries 0.139; number 52, H, carries 0.143; number 53, H, carries 0.134; number 54, H, carries 0.118; number 55, H, carries 0.146